The following is a DFT calculation (ωB97M-V/def2-TZVPD) of a cluster of 2 separate species, H6N2 in total.

Charge: 0
Relative energy (zero: lowest compared OMol25 entry of this formula, charge and spin) (kcal/mol): 2.1
Electronic energy (Ha): -113.100838
LUMO level (eV): 0.9
Frontier orbital gap (eV): 11.2

Last column: natural (NBO) charge in e.
Atoms and positions in Å:
H  -1.69456  -0.57051  0.67087  0.355
N  -1.56546  -1.10575  -0.19370  -1.068
H  2.14185  1.09567  0.62031  0.358
H  0.92784  1.68058  -0.32634  0.356
H  -0.72672  -1.68085  -0.06568  0.358
N  1.46222  0.83531  -0.10145  -1.073
H  0.80767  0.17495  0.32995  0.354
H  -1.35285  -0.42938  -0.93394  0.360



The following is a DFT calculation (ωB97M-V/def2-TZVPD) of a cluster of 2 separate species, H6N2O3 in total.

Charge: 0
Relative energy (zero: lowest compared OMol25 entry of this formula, charge and spin) (kcal/mol): 43.5
Electronic energy (Ha): -338.588556
LUMO level (eV): 0.8
Frontier orbital gap (eV): 9.1

Last column: natural (NBO) charge in e.
Atoms and positions in Å:
O  1.05404  -0.14252  -0.31999  -0.059
O  1.46031  1.20757  -0.12219  -0.432
N  -2.83646  -0.24888  -0.33209  -0.676
N  -1.65734  0.05850  0.47661  -0.703
H  -3.31067  -0.98689  0.17619  0.338
H  -1.53309  1.05111  0.48195  0.334
H  -3.45835  0.55677  -0.27015  0.335
H  2.64200  -1.07781  -0.54949  0.464
O  2.08060  -0.96899  0.23754  -0.425
H  -0.86130  -0.40078  0.00558  0.362
H  1.21834  1.42176  0.78141  0.461